ORCA calculation (ωB97M-V with the def2-TZVPD basis set) on a cluster of 10 separate species, C34H96N12O10 in total at a distorted geometry.

Structure (XYZ):
```
152
Properties=species:S:1:pos:R:3:forces:R:3:lowdin_charge:R:1
C 1.18110 -0.66183 -5.83360 -0.709 1.877 -2.444 -0.79
O 0.82461 -0.50993 -6.99736 1.403 -0.656 -1.280 0.01
N 0.22521 -0.69048 -4.96685 -3.400 -0.769 2.985 0.15
N 2.37740 -0.52268 -5.30465 2.802 -0.294 0.116 0.17
H 0.35951 -0.62885 -3.96771 -0.436 0.004 -0.268 0.11
H -0.64954 -0.54857 -5.45138 -0.283 -0.096 0.873 0.12
H 2.46791 -0.67439 -4.31022 0.561 -0.031 -0.417 0.11
H 3.15977 -0.54392 -5.94305 0.039 -0.048 0.512 0.12
C -5.99905 2.81409 2.17908 -2.369 -0.561 -2.246 -0.89
O -7.01381 2.23556 2.38592 -2.764 -2.355 1.130 0.07
N -5.56230 3.14437 1.01802 0.418 0.168 -6.988 0.15
N -5.19836 3.34122 2.97240 4.269 2.379 7.912 0.17
H -6.08452 2.77251 0.23757 0.407 0.528 -0.266 0.13
H -4.80524 3.80752 0.93318 -0.457 -0.463 -0.885 0.11
H -5.34664 3.11413 3.94530 0.587 0.626 0.062 0.13
H -4.43464 3.88483 2.59646 -0.042 -0.316 1.236 0.12
C 4.25520 -0.59274 5.47159 0.150 0.479 -0.889 -0.07
C 4.99750 0.49938 6.23446 -0.280 0.382 0.501 -0.40
C 4.94128 2.01743 5.66742 -1.772 -1.783 0.529 -0.18
O 4.97895 2.06530 4.25737 0.583 -0.406 0.612 -0.19
C 6.31105 1.99515 3.83732 0.240 0.486 -1.633 -0.13
N 4.46187 0.41889 7.60912 0.102 0.845 0.072 0.01
H 3.16818 -0.51383 5.48831 -0.016 0.293 0.224 0.08
H 4.52572 -1.55432 5.90781 0.033 -0.052 -0.052 0.07
H 4.54610 -0.59261 4.42112 0.051 -0.107 -0.046 0.07
H 6.03315 0.16413 6.29042 0.374 0.251 -0.441 0.12
H 5.67311 2.65160 6.16778 0.460 -0.077 -0.196 0.12
H 3.97083 2.45729 5.89731 -0.143 -0.310 0.405 0.12
H 6.77000 2.96778 4.01467 0.557 -0.124 0.414 0.09
H 6.32179 1.89181 2.75228 -0.221 -0.045 -0.146 0.09
H 6.89426 1.14466 4.19036 -0.071 0.078 0.582 0.09
H 5.16106 0.72400 8.27104 0.009 0.210 0.176 0.06
H 4.26674 -0.54052 7.85722 -0.066 -0.108 -0.133 0.06
C -0.14403 -4.26259 1.27486 -1.479 1.615 0.149 -0.06
C -0.12451 -3.21942 0.15384 0.601 1.022 0.332 -0.46
C 0.31305 -1.83963 0.63843 0.907 0.206 1.413 -0.24
O 0.27254 -0.80000 -0.30881 -0.129 0.678 -0.768 -0.20
C 0.66850 0.52078 0.15647 -0.100 -1.410 0.152 -0.07
N 0.81562 -3.70483 -0.81212 0.328 -0.260 -1.136 0.04
H -0.71140 -5.08454 0.83831 0.360 -0.462 0.544 0.08
H -0.75987 -3.76607 2.02474 -0.306 -0.540 0.430 0.07
H 0.79042 -4.50577 1.78060 0.153 -0.116 -0.669 0.08
H -1.12996 -3.03650 -0.22523 -0.408 -0.557 -0.184 0.14
H 1.32458 -1.98484 1.01766 0.604 0.146 -0.134 0.12
H -0.22643 -1.53940 1.53672 -0.660 -0.037 0.094 0.12
H 1.58642 0.42572 0.73655 0.206 0.118 -0.044 0.08
H -0.08317 0.97418 0.80262 -0.253 -0.132 0.041 0.08
H 0.82687 1.17505 -0.70082 -0.023 -0.312 -0.060 0.08
H 0.65860 -3.29780 -1.72303 0.119 0.267 -0.148 0.07
H 0.65387 -4.69319 -0.94287 0.118 -0.222 -0.072 0.07
C 4.03102 7.96837 3.54494 0.357 0.196 0.174 -0.07
C 3.25079 7.55792 2.32933 -0.251 0.966 0.340 -0.47
C 4.11317 7.21104 1.10265 -0.286 0.477 -0.691 -0.18
O 4.94085 8.25173 0.50673 -0.300 -0.040 0.872 -0.20
C 4.25245 9.42030 -0.03208 0.117 -1.334 0.865 -0.07
N 2.49043 6.37801 2.73746 0.017 -0.725 -1.100 0.03
H 4.75640 8.74744 3.31047 0.311 -0.208 0.360 0.08
H 4.41206 7.03359 3.95615 1.032 0.233 -0.030 0.08
H 3.36363 8.29903 4.34078 -0.180 0.415 -0.164 0.08
H 2.58516 8.38717 2.08980 -0.309 -0.107 -0.287 0.12
H 3.50318 6.76197 0.31884 -0.641 0.348 -0.197 0.12
H 4.70081 6.33439 1.37519 0.997 0.433 0.147 0.12
H 4.97012 10.17929 -0.34349 0.307 -0.520 -0.151 0.08
H 3.66951 9.90337 0.75209 -0.380 -0.106 -0.092 0.07
H 3.64458 9.07015 -0.86635 -0.230 0.384 -0.059 0.09
H 3.18659 5.66390 2.57772 -0.207 -0.958 -0.248 0.06
H 2.42596 6.31496 3.74342 -0.372 0.523 0.246 0.06
C -4.96502 -3.07243 4.14561 1.241 0.610 0.291 -0.07
C -4.82269 -2.64348 5.65274 -0.645 0.725 -3.093 -0.40
C -3.41746 -2.11738 6.07019 -1.398 -2.692 0.843 -0.21
O -3.60350 -1.94596 7.44195 1.336 0.800 1.860 -0.21
C -2.36345 -1.87248 8.19171 -1.222 0.014 -0.474 -0.08
N -5.75954 -1.56162 5.85055 -1.357 0.735 0.363 0.02
H -4.56276 -2.25327 3.54957 -0.017 0.096 -0.280 0.07
H -6.01120 -3.18110 3.85960 0.021 -0.183 0.218 0.07
H -4.39859 -3.95971 3.86280 -0.057 -0.206 0.116 0.06
H -5.27096 -3.50455 6.14845 1.030 0.093 1.048 0.14
H -3.01480 -1.24265 5.55952 -0.360 0.160 -0.267 0.13
H -2.74918 -2.97288 5.97216 0.587 0.008 -0.556 0.11
H -1.79183 -2.78746 8.03627 0.315 0.059 -0.203 0.08
H -2.58926 -1.81491 9.25651 -0.313 0.027 -0.129 0.08
H -1.82005 -0.96649 7.92338 0.308 -0.093 -0.155 0.08
H -5.66187 -0.79913 5.19544 1.035 0.378 -0.127 0.07
H -6.66229 -1.86192 5.51154 -0.501 -0.510 0.520 0.06
C -3.44174 7.08997 -2.25419 -0.229 0.713 0.059 -0.07
C -2.19190 6.33844 -1.90168 0.466 -0.310 -1.017 -0.46
C -0.91928 6.94498 -2.52596 1.020 -0.543 -1.514 -0.15
O -0.73319 6.93393 -4.00044 -1.745 1.062 0.627 -0.21
C -0.72164 5.67031 -4.63005 0.730 0.103 0.398 -0.12
N -2.15880 6.29847 -0.41676 0.421 -0.006 -1.140 0.05
H -4.28614 6.60536 -1.76404 -0.153 0.054 -0.252 0.08
H -3.63543 7.29963 -3.30616 0.126 -0.518 -0.058 0.09
H -3.32501 8.07813 -1.80921 -0.221 0.284 0.136 0.08
H -2.23203 5.34574 -2.35006 -0.253 -0.400 0.536 0.12
H -0.02585 6.36936 -2.28399 -0.012 -0.115 1.177 0.11
H -0.78781 7.98140 -2.21510 0.013 0.068 -0.176 0.12
H -1.60041 5.06541 -4.40649 0.120 -0.166 0.085 0.08
H 0.22662 5.20792 -4.35602 -0.102 -0.790 0.359 0.08
H -0.62702 5.75565 -5.71258 -0.367 0.598 0.016 0.09
H -2.44112 7.23459 -0.16363 -0.103 0.181 0.493 0.06
H -1.19082 6.23983 -0.13449 0.264 -0.268 0.326 0.06
C -3.09066 -6.88367 -4.25510 -0.236 0.293 -0.218 -0.07
C -2.93496 -8.35249 -4.69085 0.769 0.528 1.480 -0.41
C -2.17991 -9.24113 -3.61992 -0.442 0.663 -0.239 -0.21
O -0.79291 -8.91916 -3.52050 0.759 -1.014 0.524 -0.19
C -0.06756 -10.05898 -2.93220 -0.850 0.518 -0.445 -0.08
N -4.28465 -8.88839 -4.83270 0.320 -1.382 -0.231 0.02
H -3.71413 -6.39364 -5.00293 0.071 0.143 -0.224 0.07
H -2.22531 -6.23787 -4.10608 0.414 -0.546 -0.274 0.07
H -3.66792 -6.76978 -3.33755 -0.055 -0.538 0.183 0.08
H -2.36061 -8.47783 -5.60873 0.147 0.479 -0.185 0.13
H -2.29988 -10.30450 -3.82713 -0.041 -0.160 -0.518 0.11
H -2.67811 -9.10885 -2.65950 -0.053 0.246 0.276 0.12
H -0.06172 -10.87356 -3.65645 -0.217 -0.183 0.034 0.08
H -0.54838 -10.36813 -2.00412 -0.271 -0.122 -0.032 0.08
H 0.97657 -9.90212 -2.66148 -0.099 0.964 -0.374 0.08
H -4.94482 -8.37145 -5.39579 0.303 0.843 0.114 0.07
H -4.11454 -9.69179 -5.42067 -0.514 -0.716 0.139 0.07
C 7.47527 -1.47049 -2.06289 0.935 0.047 0.000 -0.07
C 6.78555 -2.73346 -1.48706 -0.802 1.163 -0.715 -0.41
C 7.56831 -3.32217 -0.35165 1.468 -0.009 0.155 -0.24
O 7.11931 -4.56082 0.16748 0.236 0.956 -1.029 -0.16
C 6.27211 -4.41847 1.27167 0.540 -0.689 0.212 -0.12
N 5.49616 -2.25164 -0.98282 -0.620 -0.073 -0.051 0.03
H 8.44547 -1.67430 -2.51598 0.228 -0.227 0.213 0.07
H 7.62915 -0.72801 -1.27985 0.234 -0.234 0.504 0.07
H 6.99126 -0.83032 -2.80046 -0.881 -0.827 -0.187 0.07
H 6.59278 -3.48884 -2.24886 0.111 0.062 -0.139 0.14
H 7.61077 -2.53442 0.40052 -0.382 0.043 0.642 0.11
H 8.63587 -3.42755 -0.54478 0.079 -0.365 -0.682 0.13
H 6.44246 -5.36547 1.78380 -0.673 0.113 0.468 0.09
H 5.23206 -4.26265 0.98509 -0.098 -0.043 0.188 0.08
H 6.65408 -3.59890 1.88037 -0.331 0.077 0.361 0.08
H 4.76758 -2.95094 -0.96764 0.032 -0.193 -0.077 0.07
H 5.62086 -1.95211 -0.02635 -0.137 0.216 0.125 0.06
C -5.89789 -0.82149 -3.17178 -0.265 0.428 -0.133 -0.05
C -5.84064 0.37862 -4.19675 -0.049 -0.816 0.339 -0.40
C -5.88987 0.00810 -5.70135 0.065 -0.967 1.465 -0.23
O -4.63338 -0.54246 -6.09519 -1.204 0.345 -1.881 -0.17
C -4.89606 -1.13237 -7.39491 1.189 -1.376 0.424 -0.11
N -6.82069 1.42403 -3.87678 0.577 0.261 -0.157 0.02
H -5.04488 -1.49627 -3.24351 -0.170 -0.097 -0.493 0.07
H -6.84099 -1.36781 -3.15790 -0.081 -0.321 -1.029 0.07
H -5.93456 -0.57298 -2.11112 0.531 1.126 -0.043 0.06
H -4.85972 0.84897 -4.12848 0.108 0.053 0.475 0.13
H -6.18893 0.86559 -6.30416 0.329 0.339 -0.069 0.12
H -6.65615 -0.74869 -5.86924 -0.318 -0.206 0.037 0.12
H -5.41458 -2.07802 -7.23686 -0.499 0.010 0.079 0.08
H -3.97180 -1.46813 -7.86512 0.364 0.453 0.265 0.08
H -5.43466 -0.57207 -8.15915 -0.133 0.688 0.516 0.09
H -7.75615 1.23566 -4.20772 -0.223 -0.588 0.062 0.07
H -6.51925 2.17086 -4.48626 -0.176 0.683 0.179 0.06
```
Forces are in eV/Å.

Properties
* HOMO energy: -8.77 eV
* HOMO-LUMO gap: 8.85 eV
* total charge: 0
* SMILES string: COC[C@H](C)N.COC[C@H](C)N.COC[C@H](C)N.COC[C@H](C)N.COC[C@H](C)N.COC[C@H](C)N.COC[C@H](C)N.COC[C@H](C)N.NC(N)=O.NC(N)=O
* ΔE to the lowest compared entry with this formula, charge and spin: 164.84 kcal per mole